C3H7N3O | the ωB97M-V functional and the def2-TZVPD basis

Geometry as XYZ:
```
14
Properties=species:S:1:pos:R:3:forces:R:3:lowdin_charge:R:1
O 3.466 0.065 0.212 -1.89 0.02 -0.34 0.127
N 0.529 0.718 0.567 2.22 -2.90 0.02 -0.052
N 0.114 -0.491 -0.165 1.42 1.07 -2.01 -0.236
N 1.452 -0.935 -0.487 -1.90 0.71 0.79 0.110
C -0.706 -1.486 0.432 -0.55 -0.16 3.70 -0.113
C 0.301 1.922 -0.219 -2.66 -1.30 -0.24 -0.149
C 2.295 -0.112 0.076 -0.68 1.99 1.65 -0.291
H 1.660 -1.806 -0.868 0.41 -1.81 -0.87 0.128
H -1.752 -1.124 0.518 0.62 -0.31 -0.73 0.088
H -0.480 -1.707 1.538 0.26 0.42 -1.11 0.095
H 1.269 2.307 -0.276 1.25 1.46 -0.89 0.034
H -0.229 1.607 -1.224 1.26 1.09 1.77 0.115
H -0.341 2.591 0.420 0.44 -0.38 -1.01 0.074
H -0.614 -2.465 -0.018 -0.20 0.10 -0.73 0.069
```
Forces are in eV/Å.

Computed properties:
- E: -9737.58893 eV
- Orbital gap: 9.2 eV
- LUMO: 0.59 eV
- F_max: 3.7 eV/A
- Multiplicity: 1
- Relative energy (zero: lowest compared OMol25 entry of this formula, charge and spin): 525.30 kJ/mol